[1]
A structure of composition C3H5NO at a distorted geometry. Source: OMol25; level of theory: ωB97M-V/def2-TZVPD.

Computed properties:
- Relative energy (zero: lowest compared OMol25 entry of this formula, charge and spin): 39.0 kcal/mol
- Highest occupied orbital energy: -0.3748 Ha
- Energy: -6727.882 eV

Geometry (Å):
O: -0.7257 -0.7880 -0.2637
C: -0.7465 0.1720 0.7942
C: 0.4111 0.9558 0.1542
C: 0.5538 -0.3002 -0.6473
N: 1.3255 -1.0748 -1.2538
H: 0.6039 -1.8108 -1.1637
H: -1.7040 0.6772 0.8514
H: -0.4783 -0.3033 1.7434
H: 1.2493 1.2568 0.7803
H: 0.0521 1.7833 -0.4595

From a Mulliken analysis of the wavefunction, the atomic charges in e read: -0.41, -0.30, -0.35, 0.47, -0.68, 0.33, 0.25, 0.23, 0.26, 0.21

[2]
A structure of composition C3H5NO at a distorted geometry. Source: OMol25; level of theory: ωB97M-V/def2-TZVPD.

Computed properties:
- Relative energy (zero: lowest compared OMol25 entry of this formula, charge and spin): 139.7 kcal/mol
- Highest occupied orbital energy: -0.2997 Ha
- Energy: -6723.517 eV

Geometry (Å):
O: 1.0060 -0.1050 0.9339
C: 1.5506 -0.9921 0.1384
C: 0.1667 0.2931 -0.3405
C: -1.2151 -0.1556 -0.2589
N: -0.8210 1.2234 0.0893
H: 2.6309 -1.0843 0.3524
H: 0.6770 0.5510 -1.2832
H: -1.8485 -0.2431 -1.1398
H: -1.4180 -0.8675 0.5348
H: -0.7473 1.3357 1.0950

From a Mulliken analysis of the wavefunction, the atomic charges in e read: -0.25, -0.30, 0.45, -0.48, -0.62, 0.14, 0.33, 0.24, 0.21, 0.29

[3]
The molecule C3H5NO at a distorted geometry. Source: OMol25; level of theory: ωB97M-V/def2-TZVPD.

Computed properties:
- Relative energy (zero: lowest compared OMol25 entry of this formula, charge and spin): 107.3 kcal/mol
- SMILES: O=C[C@@H]1CN1
- Highest occupied orbital energy: -0.3791 Ha
- Energy: -6724.918 eV

Geometry (Å):
C: 0.0593 -0.1365 1.3314
C: -0.6221 -0.1553 -0.0016
C: 0.3342 -0.2060 -1.1194
H: 1.2548 0.0131 1.5726
H: -1.7451 -0.4851 0.3342
H: 1.4844 -0.3000 -1.0627
H: -0.0929 -0.6789 -2.1362
H: 0.5126 1.1909 -0.2506
N: -0.3571 1.0748 -0.9487
O: -0.8280 -0.3171 2.2810

From a Mulliken analysis of the wavefunction, the atomic charges in e read: 0.07, -0.03, -0.33, 0.25, 0.28, 0.20, 0.20, 0.29, -0.43, -0.50

[4]
A structure of composition C3H5NO at a distorted geometry. Source: OMol25; level of theory: ωB97M-V/def2-TZVPD.

Computed properties:
- Relative energy (zero: lowest compared OMol25 entry of this formula, charge and spin): 51.5 kcal/mol
- Highest occupied orbital energy: -0.3261 Ha
- Energy: -6727.342 eV

Geometry (Å):
C: 2.5666 -0.3026 -0.5389
C: -0.0864 0.3611 -0.0361
C: -1.6180 -0.0074 -0.0912
N: 0.9358 -0.2876 0.4054
O: 3.3993 0.1846 0.0979
H: 0.1033 1.3374 -0.3585
H: -2.0163 -0.4722 -0.9759
H: -2.0169 0.9998 -0.0662
H: -2.0231 -0.5963 0.7555
H: 0.7558 -1.2167 0.8079

From a Mulliken analysis of the wavefunction, the atomic charges in e read: -0.02, -0.01, -0.89, -0.30, -0.25, 0.38, 0.29, 0.26, 0.29, 0.23

[5]
A cluster of 2 separate species, C3H5NO in total at a distorted geometry. Source: OMol25; level of theory: ωB97M-V/def2-TZVPD.

Computed properties:
- Relative energy (zero: lowest compared OMol25 entry of this formula, charge and spin): 166.4 kcal/mol
- Highest occupied orbital energy (alpha / beta): -0.3060 / -0.3093 Ha
- Energy: -6722.355 eV

Geometry (Å):
C: -1.9749 -0.8495 -0.0289
C: 0.3559 -0.0882 -0.0039
C: 1.3380 1.0398 -0.0279
N: -0.8085 -0.4216 0.1995
O: 1.4023 -1.8334 -0.0354
H: -2.4786 -1.3571 0.8369
H: -2.3958 -0.6789 -1.0090
H: 1.8452 1.1474 0.9972
H: 1.9436 0.9332 -0.7986
H: 0.7729 2.1083 -0.1299

From a Mulliken analysis of the wavefunction, the atomic charges in e read: -0.26, 0.45, -0.85, -0.08, -0.56, 0.24, 0.26, 0.26, 0.29, 0.25

[6]
The molecule C3H5NO at a distorted geometry. Source: OMol25; level of theory: ωB97M-V/def2-TZVPD.

Computed properties:
- Relative energy (zero: lowest compared OMol25 entry of this formula, charge and spin): 104.2 kcal/mol
- Highest occupied orbital energy (alpha / beta): -0.3031 / -0.3031 Ha
- Energy: -6725.056 eV

Geometry (Å):
C: 0.0358 0.2107 0.8481
C: -1.2983 -0.0355 -0.2414
C: 0.9189 0.0256 -0.2224
N: 1.8023 -0.2915 -0.9717
O: -1.9060 -1.1153 -0.1615
H: 2.7429 -0.5256 -0.6602
H: -1.8071 0.9473 -0.2335
H: 0.0363 1.2186 1.2575
H: 0.0542 -0.5612 1.6148
H: -0.5791 0.1270 -1.2297

From a Mulliken analysis of the wavefunction, the atomic charges in e read: -0.37, -0.08, 0.24, -0.38, -0.64, 0.32, 0.30, 0.28, 0.28, 0.06